[1]
{
  "formula": "C10H13InNP",
  "method": "ωB97M-V with the def2-TZVPD basis set",
  "symbols": ["C", "C", "C", "C", "C", "In", "P", "H", "H", "H", "H", "H", "H", "H", "H", "C", "C", "C", "N", "C", "C", "H", "H", "H", "H", "H"],
  "xyz": [[-0.698, 0.227, -3.338], [-1.471, 1.293, -2.814], [-0.595, 2.227, -2.217], [0.735, 1.784, -2.402], [0.704, 0.539, -3.079], [-0.391, -0.802, -0.887], [-0.379, -3.238, -0.521], [-1.031, -0.537, -4.044], [-2.550, 1.358, -2.864], [-0.888, 3.108, -1.661], [1.554, 0.003, -3.518], [1.638, 2.296, -2.087], [0.874, -3.706, -1.058], [-1.526, -3.806, -1.223], [-0.463, -3.456, 0.911], [0.679, 0.329, 3.965], [1.592, 0.736, 2.992], [1.258, 0.621, 1.640], [0.056, 0.136, 1.265], [-0.842, -0.261, 2.192], [-0.555, -0.180, 3.559], [0.916, 0.418, 5.030], [2.562, 1.150, 3.254], [1.926, 0.923, 0.831], [-1.791, -0.650, 1.815], [-1.313, -0.512, 4.262]],
  "lowdin_charge": [-0.3516, -0.2308, -0.1845, -0.2069, -0.2819, 0.6034, 0.5843, 0.0774, 0.0795, 0.0778, 0.0768, 0.0772, -0.0978, -0.0746, -0.0934, -0.0635, -0.0557, -0.1208, -0.1083, -0.1675, -0.0591, 0.1129, 0.1059, 0.1113, 0.0851, 0.1048],
  "fmax_ev_per_a": 4.5,
  "relative_energy_kj_mol": 0.0,
  "multiplicity": 1,
  "lumo_ev": -0.05,
  "homo_lumo_gap_ev": 5.321,
  "energy_ev": -26528.4222
}

---

[2]
{
  "formula": "C6H15NO",
  "method": "ωB97M-V with the def2-TZVPD basis set",
  "symbols": ["C", "C", "N", "C", "C", "C", "C", "O", "H", "H", "H", "H", "H", "H", "H", "H", "H", "H", "H", "H", "H", "H", "H"],
  "xyz": [[-1.655, -2.304, 1.264], [-1.120, -1.812, -0.111], [0.057, -0.984, -0.031], [0.010, 0.453, -0.295], [-0.713, 1.102, 0.929], [1.477, 0.916, -0.487], [1.870, 1.344, -1.928], [1.801, 2.043, 0.328], [-1.348, -3.326, 1.438], [-1.384, -1.647, 2.092], [-2.753, -2.222, 1.314], [-1.930, -1.241, -0.554], [-0.901, -2.698, -0.731], [0.681, -1.280, 0.702], [-0.560, 0.693, -1.182], [-1.796, 1.061, 0.795], [-0.505, 2.129, 1.244], [-0.507, 0.520, 1.827], [2.105, 0.105, -0.107], [1.101, 1.888, -2.477], [2.222, 0.502, -2.529], [2.703, 2.018, -1.743], [1.145, 2.739, 0.242]],
  "lowdin_charge": [-0.0911, -0.2692, -0.0797, -0.3160, -0.0450, -0.3653, -0.0363, -0.0711, 0.0569, 0.0552, 0.0679, 0.1026, 0.1035, 0.1140, 0.1303, 0.0734, 0.0630, 0.0706, 0.1360, 0.0742, 0.0755, 0.0724, 0.0780],
  "fmax_ev_per_a": 2.1,
  "relative_energy_kj_mol": 185.7,
  "multiplicity": 1,
  "lumo_ev": 0.99,
  "homo_lumo_gap_ev": 9.265,
  "smiles": "CCN[C@@H](C)[C@@H](C)O",
  "energy_ev": -10001.8321
}

---

[3]
{
  "formula": "C68H124F4O22",
  "method": "ωB97M-V with the def2-TZVPD basis set",
  "symbols": ["C", "O", "C", "C", "O", "C", "C", "O", "C", "H", "H", "H", "H", "H", "H", "H", "H", "H", "H", "H", "H", "H", "H", "C", "O", "C", "C", "O", "C", "C", "O", "C", "H", "H", "H", "H", "H", "H", "H", "H", "H", "H", "H", "H", "H", "H", "C", "O", "C", "C", "O", "C", "C", "O", "C", "H", "H", "H", "H", "H", "H", "H", "H", "H", "H", "H", "H", "H", "H", "C", "O", "C", "C", "O", "C", "C", "O", "C", "H", "H", "H", "H", "H", "H", "H", "H", "H", "H", "H", "H", "H", "H", "C", "O", "C", "C", "O", "C", "C", "O", "C", "H", "H", "H", "H", "H", "H", "H", "H", "H", "H", "H", "H", "H", "H", "C", "O", "C", "C", "O", "C", "C", "O", "C", "H", "H", "H", "H", "H", "H", "H", "H", "H", "H", "H", "H", "H", "H", "F", "C", "C", "C", "C", "C", "C", "H", "H", "H", "H", "H", "F", "C", "C", "C", "C", "C", "C", "H", "H", "H", "H", "H", "F", "C", "C", "C", "C", "C", "C", "H", "H", "H", "H", "H", "F", "C", "C", "C", "C", "C", "C", "H", "H", "H", "H", "H", "C", "O", "C", "C", "O", "C", "H", "H", "H", "H", "H", "H", "H", "H", "H", "H", "C", "O", "C", "C", "O", "C", "H", "H", "H", "H", "H", "H", "H", "H", "H", "H"],
  "xyz": [[-5.447, -0.708, -6.978], [-4.632, -0.142, -5.937], [-3.469, 0.508, -6.248], [-2.219, -0.376, -6.752], [-1.763, -1.228, -5.726], [-1.051, -2.333, -6.276], [-0.534, -3.150, -5.176], [0.435, -2.432, -4.382], [0.294, -2.703, -3.018], [-5.881, 0.098, -7.563], [-6.220, -1.323, -6.440], [-4.828, -1.303, -7.684], [-3.111, 0.904, -5.270], [-3.518, 1.418, -6.822], [-1.448, 0.307, -7.018], [-2.392, -0.903, -7.697], [-0.157, -1.996, -6.878], [-1.668, -2.949, -6.877], [-0.133, -4.037, -5.612], [-1.366, -3.520, -4.503], [0.391, -3.758, -2.681], [-0.670, -2.323, -2.698], [1.160, -2.177, -2.564], [4.777, -1.996, 0.968], [4.398, -1.260, 2.154], [3.075, -1.538, 2.569], [3.056, -2.582, 3.633], [3.528, -3.779, 3.042], [3.306, -4.985, 3.821], [3.080, -6.175, 2.863], [1.763, -6.213, 2.389], [1.330, -7.464, 1.720], [4.742, -3.045, 1.038], [5.813, -1.685, 0.651], [4.163, -1.702, 0.114], [2.498, -1.951, 1.676], [2.634, -0.598, 2.947], [2.151, -2.696, 4.135], [3.809, -2.277, 4.411], [2.410, -4.893, 4.410], [4.227, -5.144, 4.432], [3.367, -7.104, 3.436], [3.764, -6.197, 2.000], [0.537, -7.143, 1.066], [0.906, -8.163, 2.389], [2.104, -7.828, 1.061], [-0.615, -0.535, 4.774], [-0.081, 0.771, 4.990], [1.186, 0.603, 5.638], [1.790, 1.933, 5.960], [2.180, 2.607, 4.779], [2.507, 3.986, 5.061], [3.814, 4.183, 5.804], [3.657, 4.018, 7.211], [4.626, 4.564, 8.031], [0.049, -1.267, 4.298], [-1.431, -0.345, 4.100], [-0.909, -1.004, 5.796], [1.811, -0.068, 5.047], [0.986, 0.089, 6.560], [2.603, 1.771, 6.687], [0.943, 2.472, 6.400], [1.727, 4.427, 5.681], [2.488, 4.466, 4.089], [4.159, 5.213, 5.535], [4.620, 3.510, 5.445], [5.672, 4.150, 7.852], [4.325, 4.357, 9.033], [4.693, 5.619, 7.911], [-0.513, 6.100, 1.093], [0.393, 6.502, 0.086], [0.797, 5.215, -0.537], [1.890, 5.349, -1.549], [3.171, 4.916, -1.058], [3.597, 5.435, 0.187], [4.583, 6.578, 0.172], [5.874, 6.227, -0.442], [6.163, 7.084, -1.508], [-0.816, 7.030, 1.549], [-0.025, 5.515, 1.901], [-1.361, 5.445, 0.747], [-0.037, 4.799, -1.029], [1.162, 4.454, 0.102], [1.932, 6.387, -1.851], [1.644, 4.694, -2.360], [4.212, 4.558, 0.512], [2.819, 5.533, 0.958], [4.703, 6.904, 1.236], [4.181, 7.565, -0.271], [5.833, 8.094, -1.310], [5.668, 6.671, -2.409], [7.248, 7.072, -1.711], [-3.589, -0.596, -2.659], [-4.874, -0.028, -2.510], [-5.847, -0.874, -3.107], [-7.213, -0.213, -3.124], [-7.690, -0.057, -1.793], [-8.783, 0.845, -1.630], [-8.847, 1.164, -0.172], [-9.431, 0.123, 0.601], [-9.380, 0.378, 1.989], [-3.457, -1.440, -1.933], [-2.768, 0.136, -2.470], [-3.505, -0.953, -3.681], [-5.941, -1.670, -2.379], [-5.503, -1.333, -4.055], [-7.893, -0.885, -3.629], [-7.239, 0.784, -3.599], [-9.727, 0.340, -1.867], [-8.588, 1.737, -2.203], [-9.425, 2.108, -0.024], [-7.868, 1.387, 0.180], [-8.331, 0.486, 2.332], [-9.828, -0.430, 2.472], [-9.889, 1.318, 2.208], [-5.479, -8.624, 2.615], [-4.832, -8.125, 1.397], [-5.336, -6.854, 0.997], [-4.423, -6.026, 0.107], [-3.283, -5.586, 0.850], [-2.422, -4.927, -0.073], [-1.285, -4.324, 0.685], [-0.377, -3.780, -0.233], [0.652, -3.091, 0.387], [-6.389, -8.125, 2.891], [-4.795, -8.631, 3.454], [-5.761, -9.649, 2.382], [-5.581, -6.201, 1.839], [-6.262, -7.003, 0.484], [-5.051, -5.223, -0.248], [-3.992, -6.698, -0.680], [-2.961, -4.148, -0.652], [-2.121, -5.754, -0.728], [-0.780, -5.097, 1.357], [-1.767, -3.486, 1.244], [1.156, -3.770, 1.086], [0.331, -2.183, 0.928], [1.487, -2.996, -0.367], [4.217, -3.392, -2.689], [4.681, -2.197, -3.023], [6.000, -1.862, -2.671], [6.449, -0.609, -2.961], [5.598, 0.312, -3.538], [4.300, -0.005, -3.874], [3.806, -1.279, -3.583], [6.661, -2.584, -2.256], [7.429, -0.188, -2.755], [5.973, 1.330, -3.679], [3.685, 0.666, -4.413], [2.741, -1.622, -3.756], [-6.004, -3.184, 1.515], [-5.207, -2.109, 1.285], [-5.694, -1.011, 0.599], [-4.913, 0.166, 0.520], [-3.709, 0.243, 1.256], [-3.284, -0.922, 1.884], [-3.994, -2.086, 1.879], [-6.674, -1.095, 0.084], [-5.174, 0.995, -0.112], [-3.171, 1.157, 1.304], [-2.238, -0.916, 2.148], [-3.673, -2.943, 2.365], [5.763, 2.794, 1.028], [6.723, 2.068, 0.401], [6.883, 0.754, 0.691], [7.851, 0.065, -0.096], [8.650, 0.721, -0.946], [8.589, 2.132, -1.047], [7.536, 2.778, -0.459], [6.245, 0.205, 1.405], [7.967, -1.042, 0.069], [9.385, 0.257, -1.579], [9.202, 2.711, -1.723], [7.344, 3.834, -0.528], [-0.928, 0.133, -0.578], [0.174, 0.590, -0.021], [0.203, 1.149, 1.238], [1.408, 1.760, 1.702], [2.497, 1.879, 0.883], [2.480, 1.232, -0.368], [1.351, 0.544, -0.823], [-0.688, 1.268, 1.925], [1.516, 2.050, 2.763], [3.397, 2.349, 1.214], [3.353, 1.248, -0.997], [1.220, 0.126, -1.777], [-4.346, 3.132, 7.471], [-4.551, 2.699, 6.142], [-3.347, 2.196, 5.586], [-3.548, 2.086, 4.125], [-2.266, 1.978, 3.471], [-1.472, 3.184, 3.536], [-3.657, 4.027, 7.460], [-3.916, 2.305, 8.165], [-5.269, 3.525, 7.886], [-3.070, 1.248, 6.062], [-2.515, 2.905, 5.760], [-4.066, 2.912, 3.743], [-4.047, 1.172, 3.775], [-0.862, 3.292, 4.450], [-2.221, 3.998, 3.375], [-0.845, 3.239, 2.656], [0.181, 0.854, -4.495], [0.976, 0.520, -5.657], [1.503, 1.634, -6.269], [2.277, 1.124, -7.494], [3.446, 0.409, -7.077], [4.015, -0.320, -8.146], [-0.451, -0.006, -4.188], [-0.503, 1.660, -4.753], [0.861, 1.222, -3.745], [2.160, 2.195, -5.603], [0.774, 2.366, -6.725], [2.484, 1.923, -8.276], [1.583, 0.414, -7.980], [4.142, 0.411, -8.939], [3.388, -1.171, -8.411], [4.987, -0.732, -7.791]],
  "lowdin_charge": [-0.0596, -0.2154, -0.1962, -0.1706, -0.1422, -0.2035, -0.1928, -0.1885, -0.1280, 0.0796, 0.1013, 0.0883, 0.1244, 0.1133, 0.0958, 0.1148, 0.1532, 0.1162, 0.1164, 0.1476, 0.0998, 0.0848, 0.0664, -0.0722, -0.1741, -0.2010, -0.2099, -0.1545, -0.1395, -0.2322, -0.2049, -0.0342, 0.0646, 0.0707, 0.0819, 0.1188, 0.1175, 0.0888, 0.1465, 0.1151, 0.1345, 0.1305, 0.1255, 0.0679, 0.0717, 0.0842, -0.0950, -0.1949, -0.2014, -0.1919, -0.1544, -0.1624, -0.1927, -0.2000, -0.1284, 0.0742, 0.0498, 0.1219, 0.1114, 0.1175, 0.1360, 0.1336, 0.1252, 0.1200, 0.1324, 0.1410, 0.1120, 0.0794, 0.0711, -0.1436, -0.1613, -0.1940, -0.1571, -0.1341, -0.2085, -0.1679, -0.1917, -0.1374, 0.0824, 0.0771, 0.1029, 0.1094, 0.0970, 0.1265, 0.1179, 0.1173, 0.1246, 0.1270, 0.1377, 0.0713, 0.0955, 0.0900, -0.1044, -0.1923, -0.1953, -0.1688, -0.1625, -0.1735, -0.2219, -0.1754, -0.1005, 0.0978, 0.0930, 0.0585, 0.1162, 0.1150, 0.1210, 0.1313, 0.1368, 0.1215, 0.1362, 0.1045, 0.0950, 0.0665, 0.0863, -0.0737, -0.1719, -0.2196, -0.1910, -0.1384, -0.2061, -0.1990, -0.1935, -0.1259, 0.0727, 0.0787, 0.0794, 0.1223, 0.1145, 0.1171, 0.1392, 0.1344, 0.1274, 0.1475, 0.1167, 0.0761, 0.0893, 0.1051, 0.0686, -0.2945, -0.0168, -0.0993, -0.0893, -0.0697, 0.0114, 0.1074, 0.0820, 0.1110, 0.0758, 0.1180, 0.0505, -0.2784, 0.0042, -0.0453, -0.0790, -0.0873, -0.0378, 0.1166, 0.0989, 0.0858, 0.0900, 0.0994, 0.0396, -0.2762, 0.0120, -0.1093, -0.1435, -0.0599, -0.0130, 0.1095, 0.1262, 0.1039, 0.1054, 0.1109, 0.0768, -0.3043, 0.0023, -0.0823, -0.0904, -0.0454, 0.0048, 0.1034, 0.0950, 0.0818, 0.0989, 0.0669, -0.1283, -0.1826, -0.2157, -0.1746, -0.2443, -0.0807, 0.0951, 0.1152, 0.0749, 0.1341, 0.1182, 0.1095, 0.1261, 0.0843, 0.1058, 0.0526, -0.0572, -0.1877, -0.2594, -0.2001, -0.2054, -0.1057, 0.0857, 0.0836, 0.0699, 0.1199, 0.1362, 0.1382, 0.1200, 0.0799, 0.0847, 0.1003],
  "fmax_ev_per_a": 3.4,
  "multiplicity": 1,
  "lumo_ev": 0.64,
  "homo_lumo_gap_ev": 9.340,
  "smiles": "COCCOCCOC.COCCOCCOC.COCCOCCOC.COCCOCCOC.COCCOCCOC.COCCOCCOC.Fc1ccccc1.Fc1ccccc1.Fc1ccccc1.Fc1ccccc1.COCCOC.COCCOC",
  "energy_ev": -128425.3303
}